ORCA calculation (wB97M-V/def2-TZVPD) on a structure of composition C13H13N3NiO2S in a non-equilibrium geometry.

Last column: natural (NBO) charge in e.
Positions of all 33 atoms, in Å:
C -0.207 -3.921 -1.752  -0.172
C 0.277 -3.061 -1.064  -0.099
C 0.480 -2.059 -0.034  -0.195
C 1.207 -2.435 1.082  -0.072
C 1.407 -1.504 2.130  0.050
N 2.056 -1.695 3.266  -0.531
S 1.968 -0.304 4.091  1.119
N 1.125 0.551 3.043  -0.587
C 0.858 -0.200 1.979  0.115
C 0.095 0.210 0.827  0.217
N -0.416 1.437 0.709  -0.376
C -1.132 2.107 1.854  -0.223
C -0.691 3.559 1.991  -0.616
C -0.058 -0.769 -0.216  0.218
C -0.795 -0.440 -1.484  -0.499
C -0.126 0.711 -2.266  -0.538
C 0.001 0.348 -3.734  0.792
O -0.370 -0.698 -4.167  -0.547
O 0.571 1.258 -4.526  -0.624
H -0.634 -4.669 -2.383  0.302
H 1.660 -3.424 1.185  0.214
H -1.022 1.507 -0.102  0.416
H -1.025 1.568 2.782  0.235
H -2.187 2.095 1.583  0.226
H -0.574 4.008 1.011  0.222
H 0.282 3.578 2.475  0.231
H -1.401 4.116 2.588  0.253
H -0.836 -1.312 -2.123  0.285
H -1.821 -0.217 -1.179  0.251
H 0.863 0.915 -1.854  0.234
H -0.680 1.644 -2.182  0.243
H 1.016 1.931 -3.994  0.489
Ni 0.114 -4.834 0.462  0.968

The value obtained for the HOMO energy (alpha / beta) is -16.1 / -16.2 eV. The value obtained for the strongest force on any atom is 2.41 eV Å⁻¹. The total charge is +2. For the frontier orbital gap (alpha / beta), the calculation gives 7.670 / 5.993 eV. As for the expectation value of S²: 2.047. Its multiplicity is 3.